{"formula": "C2H3O2S2", "method": "ωB97M-V with the def2-TZVPD basis set", "species": ["C", "C", "O", "O", "S", "S", "H", "H", "H"], "xyz": [[0.28498, -0.52034, -0.16765], [-0.68080, 0.15760, 0.36785], [-2.33297, -0.90970, -1.35265], [-2.67304, -1.37868, 0.96209], [-3.41355, 1.29908, -0.03809], [-2.43531, -0.35775, -0.02284], [1.28200, -0.33259, 0.15016], [-0.11036, -1.40853, -0.58120], [-0.57214, 0.87665, 1.09708]], "forces_ev_per_angstrom": [[0.0, -0.4, 0.7], [-2.5, -0.6, -0.6], [-0.1, -0.4, -1.1], [-0.9, -0.3, 1.4], [-0.7, 0.6, 0.5], [2.6, 0.2, -0.6], [0.9, -0.2, -0.2], [0.6, -1.0, -1.4], [0.1, 1.9, 1.3]], "e_tot_ha": -1024.87720, "total_charge": -1, "homo_energy_ev": -4.1236, "gap_ev": 7.88, "lumo_ev": 3.755, "smiles": "C=CS(=O)(=O)[S-]"}